[1]
122
Properties=species:S:1:pos:R:3 method="wB97M-V/def2-TZVPD" homo_energy_ev=-10.005 max_force_ev_per_a=3.749 homo_lumo_gap_ev=10.29 spin_multiplicity=1
O 3.57000 -3.00303 -6.19468
C 2.86878 -2.13220 -5.75165
O 3.24664 -1.37962 -4.66986
C 2.24194 -0.46941 -4.29455
C 0.94690 -0.93375 -4.93612
C 1.41077 -1.77848 -6.11239
H 2.57147 0.41459 -4.72162
H 2.27161 -0.47988 -3.20570
H 0.36243 0.00047 -5.22913
H 0.27936 -1.54357 -4.35948
H 1.54224 -1.16498 -7.01222
H 0.75518 -2.62845 -6.21377
O 6.09133 2.10856 -2.28888
C 5.91686 2.37477 -1.14348
O 6.43790 1.59797 -0.14475
C 6.00676 2.05575 1.13882
C 4.74844 2.84974 0.86736
C 5.07053 3.43399 -0.48287
H 6.77985 2.69290 1.55903
H 5.89236 1.12816 1.77384
H 4.55905 3.66869 1.58349
H 3.87594 2.23087 0.86223
H 5.70511 4.31605 -0.53673
H 4.18641 3.56423 -1.03453
O 3.18971 -2.30400 -0.77792
C 4.12412 -2.18624 -1.52362
O 4.77382 -0.98538 -1.63819
C 5.63025 -1.00187 -2.79182
C 6.00098 -2.47590 -3.00650
C 4.73372 -3.20253 -2.38704
H 6.56783 -0.35284 -2.52762
H 5.13567 -0.61799 -3.69073
H 6.82336 -2.83734 -2.38442
H 6.10099 -2.75921 -4.11086
H 4.94422 -4.13665 -1.90688
H 4.05949 -3.47185 -3.29289
O 0.47350 4.84405 -0.69755
C 0.40987 5.10548 0.48631
O 0.42570 4.10543 1.38529
C 0.36305 4.67706 2.69432
C 0.63184 6.21848 2.54693
C 0.47210 6.54164 1.09188
H 1.10140 4.21636 3.32531
H -0.60444 4.41122 3.03248
H 1.66607 6.43962 2.92141
H -0.08586 6.72611 3.19011
H 1.30102 7.12974 0.66770
H -0.48799 6.97371 0.73867
O -0.37410 0.39763 -2.26188
C 0.02405 0.26749 -1.12282
O -0.62012 -0.57090 -0.23308
C 0.12383 -0.75099 0.94191
C 1.29695 0.22795 0.95996
C 1.24676 0.88245 -0.39716
H 0.50602 -1.75408 1.06604
H -0.58731 -0.49055 1.71336
H 2.24467 -0.25114 1.14654
H 1.26149 0.95307 1.76409
H 2.10652 0.72552 -1.00684
H 1.14155 1.98410 -0.30232
O -3.60980 -1.22223 -0.61269
C -3.51417 -0.31162 -1.38197
O -3.39543 0.97801 -1.00510
C -3.37386 1.81309 -2.12496
C -4.25984 1.14470 -3.14276
C -3.72602 -0.31888 -2.93124
H -2.34860 1.87052 -2.52686
H -3.69367 2.78530 -1.75853
H -4.19776 1.58743 -4.15921
H -5.28161 1.17930 -2.78580
H -2.74309 -0.44852 -3.51670
H -4.39568 -1.19524 -3.10663
O -2.76657 -1.16883 2.68708
C -3.81397 -1.65243 2.36381
O -4.91542 -0.97137 2.58224
C -6.12694 -1.63076 2.02896
C -5.61708 -3.02478 1.59286
C -4.08220 -3.00564 1.76347
H -6.38799 -1.15586 1.05940
H -6.86210 -1.45792 2.83339
H -6.00075 -3.25479 0.65010
H -6.02692 -3.73235 2.30746
H -3.54299 -3.15628 0.84610
H -3.75497 -3.78495 2.39812
O 1.95213 -2.45132 3.12363
C 1.31692 -1.72219 3.84089
O 1.69773 -0.55443 4.39044
C 0.73476 0.03746 5.25486
C -0.43906 -0.89705 5.37316
C -0.07192 -2.01641 4.33572
H 0.47084 1.01897 4.84461
H 1.26185 0.19730 6.18289
H -1.42166 -0.49352 5.07808
H -0.55046 -1.23946 6.39685
H -0.72698 -2.10789 3.47217
H -0.04903 -2.96292 4.88420
C -2.79896 2.38224 3.37838
C -2.97080 2.48155 1.85568
C -4.40374 2.22206 1.49831
O -4.69151 3.30399 0.63371
C -3.87193 4.33146 0.88329
O -4.04732 5.42999 0.44915
O -2.79497 3.90204 1.56490
H -3.37727 1.49253 3.69431
H -3.18709 3.29798 3.84924
H -1.75793 2.27523 3.69964
H -2.26933 1.88613 1.31511
H -4.95547 2.38902 2.44333
H -4.73440 1.34546 0.93180
C 0.09852 -4.46584 -0.11549
C -1.38278 -4.28815 -0.52296
C -1.68881 -4.61057 -1.95610
O -2.50158 -5.78033 -1.89960
C -2.74713 -6.13317 -0.62275
O -3.43326 -7.02990 -0.24308
O -2.18063 -5.25607 0.22517
H 0.74148 -3.76576 -0.57837
H 0.45046 -5.48617 -0.39527
H 0.17921 -4.31114 0.99998
H -1.62513 -3.24777 -0.32340
H -0.85785 -4.81657 -2.68382
H -2.38806 -3.82370 -2.38372


[2]
57
Properties=species:S:1:pos:R:3 method="wB97M-V/def2-TZVPD" homo_energy_ev=-10.949 charge=+1 max_force_ev_per_a=6.007 homo_lumo_gap_ev=2.65 spin_multiplicity=1
C 2.86206 -3.29106 2.35780
C 2.35626 -1.75973 2.37242
N 1.16439 -1.50634 1.46637
C 1.64788 -0.54410 0.46065
C 2.35157 -1.08415 -0.85692
I 2.61695 -3.22966 -1.24446
C 2.83616 -0.01223 -1.85485
C 3.52891 -0.39529 -3.26522
N 2.70959 -1.35166 -4.05266
C 1.42033 -0.76539 -4.52436
C 2.68968 1.55243 -1.60442
N 3.10977 2.64308 -2.44055
S 2.62806 4.04488 -1.55940
N 1.87122 3.48055 -0.11402
C 1.99364 2.06413 -0.30090
C 1.44862 0.99501 0.72704
C 0.71088 1.57063 2.00563
C -0.62626 2.35215 1.48079
C -1.29302 1.68848 0.18787
C -2.75130 2.33138 -0.15291
C -3.92990 1.39457 0.40442
C -4.00325 0.07834 -0.52054
C -5.09483 -0.91203 0.17469
O -4.39373 -2.10772 0.61213
C -5.00804 -3.28426 -0.00893
H 2.07298 -4.01886 1.96125
H 3.23615 -3.65143 3.38197
H 3.77131 -3.38238 1.65562
H 3.26075 -1.12746 2.02939
H 2.15621 -1.42404 3.45846
H 0.90351 -2.39355 1.01209
H 4.52798 -0.93070 -3.03627
H 3.72625 0.55129 -3.89343
H 3.20587 -1.68131 -4.89453
H 1.44080 -0.33665 -5.58131
H 0.65965 -1.63612 -4.55288
H 0.96952 0.02108 -3.83472
H 0.34045 0.74341 2.71242
H 1.34418 2.29712 2.61428
H -1.41757 2.32309 2.31506
H -0.32636 3.44755 1.34339
H -0.67969 1.83445 -0.78033
H -1.37042 0.55193 0.33490
H -2.84585 2.33793 -1.30378
H -2.82191 3.42911 0.16534
H -3.65350 1.09589 1.48050
H -4.92225 1.97840 0.35652
H -4.26549 0.32283 -1.60545
H -3.01864 -0.51305 -0.54193
H -5.52301 -0.39124 1.11216
H -5.89272 -1.13058 -0.61327
H -4.36202 -4.21152 0.13665
H -5.99164 -3.46031 0.56782
H -5.18982 -3.13232 -1.12818
O 2.32693 1.43301 4.76457
V 3.27085 2.85127 5.11834
O 4.22188 4.25114 5.49568


[3]
14
Properties=species:S:1:pos:R:3 method="wB97M-V/def2-TZVPD" homo_energy_ev=-14.117 charge=+1 max_force_ev_per_a=6.059 relative_energy_kj_mol=608.7 homo_lumo_gap_ev=9.47 spin_multiplicity=1
C -0.19247 0.10060 0.77652
C -0.00663 -0.70719 1.64444
C 0.24386 2.23311 -1.65854
C -0.01788 1.05791 -0.91673
C 0.39180 -1.62277 2.67100
N -0.55146 -0.08447 -1.72350
H 0.82327 3.07460 -1.28887
H -0.16659 2.25263 -2.76484
H 0.08261 -2.59223 2.31200
H -0.08743 -1.27782 3.64679
H 1.53620 -1.61478 2.85359
H -0.24159 -0.95385 -1.20871
H -0.18027 0.14667 -2.64853
H -1.63342 -0.01240 -1.69463


[4]
50
Properties=species:S:1:pos:R:3 method="wB97M-V/def2-TZVPD" homo_energy_ev="-20.220 / -20.220" charge=+4 max_force_ev_per_a=4.564 homo_lumo_gap_ev="2.37 / 2.50" spin_multiplicity=1
N -2.09660 -0.86039 -3.11761
C -2.84107 -1.77797 -3.29033
C -3.70744 -2.94194 -3.63584
H -3.23156 -3.90974 -3.40178
H -3.98611 -2.93809 -4.71227
H -4.67026 -2.94241 -3.10894
N 0.86567 4.47076 -0.66815
C 0.71895 5.62640 -0.67284
C 0.49394 7.05992 -0.64143
H 0.33141 7.47458 -1.63404
H 1.32783 7.59528 -0.19343
H -0.38143 7.30028 -0.04629
N 3.55698 -0.82047 2.04759
C 4.15503 -1.48659 2.80359
C 4.89986 -2.27190 3.78069
H 4.81459 -1.84018 4.77676
H 5.97020 -2.32856 3.55354
H 4.51337 -3.28764 3.85472
Pb 0.94251 0.09428 -0.89463
C 0.91096 1.79148 1.61159
O 0.68925 2.36994 2.57979
C -1.32442 1.65349 -0.08967
O -2.15426 2.13619 0.55145
C 1.45180 0.33721 -3.33430
C 2.06250 -0.85405 -2.86860
C 3.05543 -0.77387 -1.85784
C 3.44566 0.48809 -1.34281
C 2.84668 1.66695 -1.82418
C 1.84241 1.59200 -2.80477
H 0.68678 0.23472 -4.12223
H 1.75943 -1.82122 -3.32306
H 3.52098 -1.68981 -1.46522
H 4.20409 0.51017 -0.54661
H 3.12097 2.65771 -1.42422
H 1.36413 2.51975 -3.15239
N -0.98649 -1.72939 3.10522
C -0.16268 -1.08792 2.24980
N -0.84346 -0.68729 1.21358
C -2.16780 -1.04334 1.39800
C -3.17501 -1.05101 0.41758
C -4.39456 -1.64609 0.77380
C -4.53122 -2.33413 2.00329
C -3.47212 -2.38585 2.93137
C -2.29202 -1.71603 2.61917
H -0.67640 -2.27545 3.87380
H 0.90440 -0.96265 2.42180
H -3.01636 -0.74251 -0.63241
H -5.29865 -1.61541 0.13217
H -5.48245 -2.85671 2.23124
H -3.56343 -2.90059 3.87531


[5]
9
Properties=species:S:1:pos:R:3 method="wB97M-V/def2-TZVPD" homo_energy_ev=-10.229 max_force_ev_per_a=6.182 relative_energy_kj_mol=399.8 homo_lumo_gap_ev=10.12 spin_multiplicity=1
C 2.56028 -0.26540 -0.39236
C 1.50412 -0.79690 -0.35880
C -0.54950 -1.21383 -0.08091
N -1.14198 -0.01748 -0.14382
O -0.94002 -2.32383 0.05006
S -2.86123 0.16711 -0.24997
H 3.46649 0.22930 -0.23974
H -0.67266 0.67860 -0.68552
H -3.08604 0.04964 1.05553


[6]
95
Properties=species:S:1:pos:R:3 method="wB97M-V/def2-TZVPD" homo_energy_ev="-9.067 / -8.979" charge=+1 max_force_ev_per_a=6.548 homo_lumo_gap_ev="6.94 / 2.74" spin_multiplicity=4
Tc -0.23857 1.29433 -0.70817
F 1.74468 6.72504 3.24523
C 1.32346 5.50485 2.89723
C 0.95929 4.59951 3.86738
F 1.01622 4.90361 5.16908
C 0.53926 3.34233 3.47818
F 0.19893 2.47581 4.42879
C 0.47867 2.96487 2.14944
P 0.03329 1.23099 1.83402
C 1.28926 0.06862 2.63574
C 2.46998 -0.35198 1.99167
C 3.27661 -1.19632 2.66632
C 3.06838 -1.52274 3.95076
C 1.97023 -1.13542 4.68677
C 1.06177 -0.35065 3.97231
C -1.55343 1.03243 2.73737
C -2.03033 -0.24056 2.98452
C -3.34016 -0.47479 3.39674
C -4.23034 0.58514 3.44801
C -3.74039 1.85847 3.22689
C -2.40609 2.09030 2.92882
C 0.82058 3.92216 1.21687
Br 0.80011 3.69587 -0.62206
C 1.23287 5.18127 1.56938
F 1.54418 6.07694 0.62001
H 2.87027 -0.10396 0.99681
H 4.14645 -1.49892 2.11927
H 3.90186 -2.09758 4.35985
H 1.85804 -1.35630 5.74544
H 0.13986 -0.00964 4.44396
H -1.36371 -1.06805 2.75976
H -3.68738 -1.49449 3.56802
H -5.29013 0.41056 3.58456
H -4.41820 2.71330 3.15635
H -2.03386 3.11580 2.68942
C 0.01545 0.03203 -4.44711
P -0.14889 1.43407 -3.26910
C 1.18653 2.46917 -4.00088
C -1.65693 2.31278 -3.81840
C -2.18322 3.28700 -2.76849
P -2.34949 2.65225 -1.01547
C -2.52750 4.27370 -0.16978
C -4.04414 2.03625 -0.70636
H -0.14542 0.35764 -5.47065
H -0.65280 -0.81101 -4.22569
H 1.06001 -0.28892 -4.36903
H 1.11309 2.40426 -5.08940
H 2.15810 2.16896 -3.65426
H 1.02995 3.53687 -3.71372
H -2.43114 1.51721 -3.88945
H -1.53081 2.76619 -4.79915
H -3.13670 3.72364 -3.07064
H -1.49313 4.12334 -2.65622
H -3.27103 4.90058 -0.68145
H -1.60169 4.84138 -0.07461
H -2.87777 4.03557 0.88563
H -4.76703 2.84286 -0.62584
H -4.03201 1.46070 0.21739
H -4.32683 1.33688 -1.52851
H 6.40263 2.47435 -2.62632
Cl 0.51575 -3.52072 1.73832
C -0.33499 -4.40258 0.52223
C -1.32992 -5.26902 0.93852
C -2.12512 -5.89542 0.01097
C -1.91820 -5.68858 -1.33269
C -0.88323 -4.87348 -1.72363
Cl -0.66741 -4.58544 -3.43303
C -0.05578 -4.22149 -0.83265
N 0.93912 -3.36122 -1.38142
C 2.31728 -3.40474 -1.08176
C 2.88282 -4.58646 -0.64179
C 4.26472 -4.67190 -0.50571
C 5.08497 -3.57715 -0.66623
C 4.52244 -2.40154 -1.12596
C 3.18057 -2.35770 -1.43823
C 2.76434 -1.14165 -2.20548
C 1.94169 -0.34857 -1.18893
O 2.01567 1.03733 -1.17740
O 1.30434 -0.87255 -0.32283
H -1.51569 -5.33206 2.00042
H -2.95875 -6.52183 0.33777
H -2.56393 -6.10767 -2.09565
H 0.57975 -2.48584 -1.58762
H 2.27289 -5.47731 -0.50614
H 4.67961 -5.64452 -0.24534
H 6.15657 -3.66410 -0.51761
H 5.13940 -1.53217 -1.32739
H 1.96911 -1.35049 -2.91275
H 3.47589 -0.41051 -2.63484
C -2.26544 -1.41424 -2.07555
C -1.84960 -0.54622 -1.06616
O -2.43489 -0.93414 -0.07731
H -2.97265 -2.14198 -1.62084
H -1.48604 -2.04690 -2.49503
H -2.84621 -1.02575 -2.95541


[7]
47
Properties=species:S:1:pos:R:3 method="wB97M-V/def2-TZVPD" homo_energy_ev=-11.532 charge=+1 max_force_ev_per_a=3.620 relative_energy_kj_mol=195.2 homo_lumo_gap_ev=5.77 spin_multiplicity=1
C 0.16125 -0.45244 3.53960
C -1.18288 -0.63268 2.77355
C -1.15006 -0.27720 1.23381
C -1.33149 -1.26035 0.22632
C -1.25889 -2.72306 0.57102
C -1.59446 -0.87830 -1.09574
C -1.59782 0.47817 -1.46784
C -1.89048 0.91194 -2.89356
C -1.22219 1.43692 -0.51198
C -0.99218 1.05549 0.82570
C -0.65048 2.11655 1.83558
H 0.29481 -1.39613 4.08696
H 1.07626 -0.33491 2.90288
H 0.16426 0.35808 4.33439
H -1.41369 -1.72789 2.78582
H -1.48283 -3.32399 -0.31970
H -0.23674 -2.95852 0.88984
H -1.92948 -3.01134 1.39106
H -1.79414 -1.64234 -1.85060
H -1.89312 2.01102 -2.97040
H -1.21257 0.49319 -3.65471
H -2.89785 0.58307 -3.15696
H -1.11730 2.49855 -0.79716
H -0.66797 3.09140 1.33490
H -1.31179 2.11615 2.71650
H 0.37415 1.95950 2.18266
C -3.22924 -1.51761 9.31101
Si -2.78873 -0.00507 8.21233
C -3.97352 1.35874 8.78312
C -1.02155 0.45212 8.71575
C -2.69320 -0.35417 6.35958
C -2.92227 -1.60953 5.77396
C -3.11189 -1.56329 4.40489
C -2.55772 -0.42892 3.66312
S -2.40922 0.72549 4.99734
H -3.02735 -1.27912 10.36951
H -4.29012 -1.80420 9.24802
H -2.62201 -2.40051 9.06244
H -3.84064 1.55570 9.86040
H -3.76740 2.28786 8.23558
H -5.02277 1.07366 8.61665
H -0.92136 0.53553 9.81140
H -0.34865 -0.33737 8.34540
H -0.75118 1.40898 8.24631
H -3.07080 -2.45746 6.45306
H -3.48319 -2.40292 3.83853
H -2.99775 -0.08946 2.69856


[8]
12
Properties=species:S:1:pos:R:3 method="wB97M-V/def2-TZVPD" homo_energy_ev="-7.897 / -7.898" max_force_ev_per_a=4.427 relative_energy_kj_mol=501.8 homo_lumo_gap_ev="7.77 / 7.77" spin_multiplicity=1
C 1.14897 1.30350 -0.04247
C -1.19706 -0.61845 -0.33739
C 2.43589 0.71168 0.32524
N 0.05693 1.75300 0.05532
N -1.13497 2.00059 -0.01608
P -1.93050 -2.16326 0.04663
S -2.19677 0.67189 -0.15157
H 2.83306 0.33285 -0.65840
H 2.89172 1.31488 1.08630
H 2.24749 -0.21547 0.83064
H -1.78453 -2.93735 -1.12783
H -3.37024 -2.15387 -0.01038


[9]
63
Properties=species:S:1:pos:R:3 method="wB97M-V/def2-TZVPD" homo_energy_ev="-10.861 / -11.016" charge=+1 max_force_ev_per_a=0.451 relative_energy_kj_mol=113.4 homo_lumo_gap_ev="6.49 / 6.99" spin_multiplicity=2
Re -0.10318 0.15582 0.23198
I -7.20911 -2.78356 -0.34653
C -5.42261 -1.71857 -0.32531
C -5.21375 -0.70194 -1.24614
C -4.02001 0.00322 -1.23090
I -3.67415 1.51082 -2.61642
C -3.03832 -0.29861 -0.28911
O -1.89649 0.42299 -0.29624
C -3.24895 -1.32706 0.62934
C -2.18311 -1.65991 1.63175
N -0.84999 -1.77463 0.97201
C -0.82988 -2.85637 -0.03685
C -0.23713 -2.44172 -1.35436
C -0.08036 -3.41410 -2.32883
C 0.44527 -3.07039 -3.55841
C 0.81839 -1.75328 -3.76817
C 0.64579 -0.84399 -2.74839
N 0.11156 -1.15859 -1.55628
C -4.44043 -2.03676 0.60132
H -5.97284 -0.45906 -1.97621
H -2.10199 -0.88218 2.39073
H -2.43002 -2.59997 2.13022
H -0.16315 -2.00264 1.68275
H -0.28335 -3.71871 0.34801
H -1.85432 -3.18437 -0.22071
H -0.37303 -4.43283 -2.11153
H 0.57300 -3.81597 -4.33151
H 1.25032 -1.42593 -4.70246
H 0.98667 0.16520 -2.86929
H -4.60316 -2.83713 1.31238
B -0.36307 3.53054 1.67001
N -0.18759 3.24988 0.14480
C -0.29431 4.26926 -0.70184
C -0.10397 3.81705 -1.99657
C 0.11819 2.46705 -1.84498
N 0.08777 2.11280 -0.54792
N -0.31572 2.23168 2.54059
C -0.34167 2.28692 3.86512
C -0.11597 1.01618 4.38640
C 0.02967 0.22101 3.27510
N -0.10545 0.95916 2.14867
H -1.43570 4.04878 1.83981
H 0.54914 4.22711 2.03407
H -0.50092 5.25706 -0.32480
H -0.12805 4.38677 -2.90777
H 0.29029 1.74536 -2.61326
H -0.49824 3.23143 4.35881
H -0.05203 0.72955 5.42061
H 0.26814 -0.82725 3.22780
Cl 7.23244 -2.07246 1.41134
C 5.58024 -1.63367 1.16280
C 4.57819 -2.24579 1.90189
C 3.26202 -1.88016 1.69870
C 2.90291 -0.91081 0.75995
O 1.59408 -0.61281 0.70405
C 3.92122 -0.30687 0.00435
C 3.70889 0.67741 -1.06729
O 2.63924 0.98505 -1.53260
C 5.24927 -0.67275 0.23173
H 4.83277 -2.99654 2.63732
H 2.47828 -2.33828 2.28922
H 4.63308 1.17298 -1.41641
H 6.03130 -0.19461 -0.34541


no.,E (eV)
1,-87499.1812
2,-75840.7076
3,-6791.7794
4,-38863.1047
5,-17527.7966
6,-185772.0101
7,-37809.1199
8,-26290.1587
9,-73944.7629